# 1
C20H35N4NiOPS | ωB97M-V/def2-TZVPD

```
63
C20H35N4NiOPS ωB97M-V/def2-TZVPD
Ni -0.318 0.077 0.280
O -1.303 -0.077 -1.500
N -2.389 0.623 -1.652
C -3.105 0.399 -2.770
C -4.256 1.086 -3.064
C -4.692 2.050 -2.158
C -3.974 2.263 -1.024
C -2.794 1.536 -0.703
S -1.941 1.705 0.765
H -2.677 -0.369 -3.395
H -4.793 0.863 -3.975
H -5.589 2.626 -2.354
H -4.286 3.003 -0.300
N 1.246 2.221 1.673
C 2.239 2.524 2.524
C 3.221 1.577 2.330
C 2.692 0.728 1.331
N 1.498 1.133 0.948
H 0.335 2.646 1.552
H 2.177 3.371 3.188
H 4.168 1.501 2.837
H 3.108 -0.169 0.898
C 1.010 -5.352 2.908
C 1.279 -3.966 2.310
C 1.901 -4.123 0.914
C 2.365 -3.276 3.152
P -0.185 -2.720 2.129
N 0.179 -1.556 1.246
C -0.641 -2.125 3.902
C -0.685 -3.144 5.048
C -2.007 -1.428 3.812
C 0.349 -1.002 4.257
C -1.689 -3.716 1.462
C -2.710 -2.691 0.936
C -2.389 -4.713 2.391
C -1.207 -4.477 0.216
H 1.960 -5.894 3.008
H 0.367 -5.958 2.270
H 0.558 -5.308 3.898
H 2.935 -4.476 1.021
H 1.897 -3.155 0.405
H 1.373 -4.844 0.293
H 3.303 -3.836 3.042
H 2.128 -3.251 4.213
H 2.528 -2.254 2.802
H -1.361 -3.975 4.848
H -1.045 -2.647 5.960
H 0.296 -3.556 5.279
H -2.836 -2.127 3.724
H -2.038 -0.732 2.969
H -2.167 -0.852 4.733
H 1.324 -1.373 4.566
H -0.062 -0.414 5.089
H 0.493 -0.354 3.389
H -3.363 -2.305 1.716
H -3.347 -3.175 0.184
H -2.197 -1.849 0.469
H -2.897 -4.224 3.220
H -1.707 -5.456 2.804
H -3.157 -5.258 1.823
H -0.635 -3.820 -0.442
H -2.084 -4.839 -0.335
H -0.600 -5.346 0.463
```

Summary:
Charge: -1
2S+1: 2
E_LUMO (alpha / beta): 2.97 / 2.97 eV
ΔE to the lowest compared entry with this formula, charge and spin: 0.0000 eV

# 2
C2H5O2S | ωB97M-V/def2-TZVPD

```
10
C2H5O2S ωB97M-V/def2-TZVPD
C -2.212 0.787 0.900
S -0.448 0.846 1.262
H -2.556 -0.254 0.944
H -2.691 1.521 1.543
H -2.361 1.102 -0.131
O 1.431 -0.042 -1.904
C 1.404 -1.135 -1.396
O 0.845 -1.467 -0.275
H 1.930 -1.920 -1.956
H 0.385 -0.707 0.254
```

Summary:
Charge: -1
2S+1: 1
E_LUMO: 4.09 eV
ΔE to the lowest compared entry with this formula, charge and spin: 0.6408 eV

# 3
C12H12Co2NO6 | ωB97M-V/def2-TZVPD

```
33
C12H12Co2NO6 ωB97M-V/def2-TZVPD
C -1.919 0.635 1.019
N -0.605 0.418 0.462
C -0.461 0.860 -0.908
C 0.469 0.817 1.345
H -1.979 0.147 1.998
H -2.131 1.710 1.146
H -2.672 0.207 0.349
H 0.460 0.440 -1.329
H -1.322 0.497 -1.483
H -0.422 1.961 -0.972
H 1.421 0.427 0.973
H 0.536 1.916 1.426
H 0.275 0.398 2.341
O 5.381 -2.844 -1.040
C 4.636 -3.714 -1.223
Co 3.394 -4.918 -1.462
C 2.889 -4.498 -3.083
O 2.576 -4.192 -4.155
C 4.310 -6.415 -1.468
O 4.944 -7.385 -1.493
C 2.165 -4.365 0.055
C 1.157 -3.401 -0.098
C 0.955 -2.084 0.038
Co 0.649 -5.023 -0.597
C -0.203 -4.597 -2.116
O -0.802 -4.373 -3.078
C -0.788 -5.198 0.469
O -1.757 -5.379 1.068
C 1.038 -6.738 -0.956
O 1.146 -7.854 -1.232
H 2.720 -4.515 0.990
H -0.045 -1.661 0.132
H 1.807 -1.402 0.126
```

Summary:
Charge: -1
2S+1: 1
E_LUMO: 2.84 eV

# 4
C4H8O2 | ωB97M-V/def2-TZVPD

```
14
C4H8O2 ωB97M-V/def2-TZVPD
O 1.186 1.544 -0.068
C 0.093 0.814 -0.577
C 0.509 -0.487 -1.158
C -0.525 -1.533 1.352
O -0.339 -0.240 1.497
C -0.962 0.577 0.509
H 1.522 1.041 0.693
H -0.361 1.448 -1.345
H 1.426 -0.983 -0.801
H 0.612 -0.512 -2.248
H 0.280 -1.935 2.013
H -0.369 -1.324 -0.990
H -1.857 0.077 0.118
H -1.214 1.512 1.006
```

Summary:
2S+1: 1
E_LUMO: 0.63 eV
ΔE to the lowest compared entry with this formula, charge and spin: 4.3700 eV

# 5
C16H25BrClMnO4P2 | ωB97M-V/def2-TZVPD

```
50
C16H25BrClMnO4P2 ωB97M-V/def2-TZVPD
C 0.154 -0.132 -3.950
C 0.311 0.124 -2.512
H 1.123 -0.207 -4.465
H -0.457 0.649 -4.414
H -0.421 -1.049 -4.087
O 1.202 0.781 -1.835
Cl -1.588 0.300 -2.239
Mn -0.169 -0.104 0.596
P -0.214 2.449 0.290
C 1.303 3.190 0.907
C -0.537 3.303 -1.265
H -0.695 4.373 -1.059
H -1.747 4.051 1.251
H -1.432 2.863 -1.720
H -2.424 2.401 1.221
H 2.147 2.852 0.287
H 0.308 3.186 -1.956
C -1.516 2.989 1.413
H 1.219 4.289 0.848
H -1.217 2.829 2.460
H 1.468 2.879 1.950
P -0.013 -2.515 -0.008
C 1.470 -3.255 0.702
C -1.431 -3.162 0.935
H -1.152 -2.799 -2.106
H -0.283 -4.307 -1.581
H 0.638 -2.922 -2.302
C -0.221 -3.201 -1.664
H -2.296 -2.501 0.770
H -1.716 -4.178 0.620
H 1.390 -4.355 0.734
H 1.649 -2.871 1.721
H -1.233 -3.172 2.021
H 2.340 -2.986 0.081
C 1.672 -0.088 1.447
O 2.807 0.129 1.661
Br 0.431 2.174 4.675
C -0.783 0.795 5.338
C -1.434 0.965 6.577
C -2.557 0.136 6.884
C -3.021 -0.807 5.902
C -2.331 -0.952 4.711
C -1.190 -0.204 4.452
C -0.384 -0.444 3.241
O 0.798 -0.870 3.253
O -1.038 -0.166 2.132
H -1.106 1.764 7.289
H -3.093 0.291 7.847
H -3.955 -1.346 6.127
H -2.691 -1.639 3.963
```

Summary:
Charge: +2
2S+1: 5
E_LUMO (alpha / beta): -6.63 / -10.83 eV

# 6
C4H6O2 | ωB97M-V/def2-TZVPD

```
12
C4H6O2 ωB97M-V/def2-TZVPD
C 0.282 0.619 1.148
C -0.275 0.232 -0.221
C 0.882 0.064 -1.192
O 1.029 -0.879 -1.929
C -1.098 -1.044 -0.188
O -1.108 -1.795 0.756
H -0.504 0.605 1.906
H 1.054 -0.091 1.460
H 0.722 1.621 1.115
H -0.911 1.039 -0.619
H 1.634 0.882 -1.146
H -1.708 -1.251 -1.090
```

Summary:
Structure (SMILES): CC(C=O)C=O
2S+1: 1
E_LUMO: 0.74 eV
ΔE to the lowest compared entry with this formula, charge and spin: 1.0790 eV

# 7
C4H12 | ωB97M-V/def2-TZVPD

```
16
C4H12 ωB97M-V/def2-TZVPD
C -1.611 -1.661 0.722
C -1.837 -0.180 0.918
H -2.250 -2.304 1.304
H -1.664 -2.121 -0.309
H -0.672 -2.007 0.997
H -1.617 0.201 1.857
H -2.760 0.336 0.718
H -0.839 0.307 0.514
C 1.390 1.640 -0.534
C 1.871 0.272 -1.130
H 0.394 1.923 -0.876
H 1.527 1.564 0.619
H 1.915 2.462 -0.929
H 1.365 -0.563 -0.766
H 1.769 0.119 -2.205
H 3.019 0.011 -0.902
```

Summary:
Structure (SMILES): CC.CC
2S+1: 1
E_LUMO: 1.11 eV
ΔE to the lowest compared entry with this formula, charge and spin: 1.3746 eV

The maximum force results, record by record, are as follows: 1.0; 1.2; 5.2; 4.5; 8.0; 0.5; 3.9 eV/Å.
The M results, record by record, are as follows: 469.261; 93.127; 384.095; 88.106; 513.615; 86.090; 60.140 g mol⁻¹.